Record 1
The following is a quantum chemistry calculation of a 2-piece molecular cluster, C3H3NO2 overall in a non-equilibrium geometry, from the OMol25 dataset.

The geometry in XYZ format:
```
9
Properties=species:S:1:pos:R:3:forces:R:3:lowdin_charge:R:1
C -1.277209 0.546603 -0.324301 0.0 -1.8 0.9 0.10
C -0.895212 0.216164 0.904168 1.0 1.7 0.4 0.09
C 0.038340 0.094891 -0.153983 0.4 1.9 1.0 -0.25
N 0.928709 -0.936078 -0.308253 1.4 -2.4 -2.0 -0.39
O 1.367873 -1.467627 0.715386 -0.2 0.5 -0.4 0.05
O 1.220702 -1.303133 -1.469175 -0.3 0.6 1.3 0.04
H -2.111275 0.614304 -0.941893 -1.0 0.7 -1.1 0.10
H -0.788923 0.337053 1.976472 -0.8 -0.4 -0.2 0.13
H 1.516994 1.897823 -0.398421 -0.5 -0.8 0.1 0.13
```
Forces are in eV/Å.

- HOMO energy (alpha / beta): -8.592 / -10.521 eV
- LUMO energy (alpha / beta): -1.0 / -1.2 eV
- Orbital gap (alpha / beta): 7.542 / 9.284 eV
- Net charge: 0

Record 2
The following is a quantum chemistry calculation of C3H3NO2 as an isolated structure in a non-equilibrium geometry, from the OMol25 dataset.

The geometry in XYZ format:
```
9
Properties=species:S:1:pos:R:3:forces:R:3:lowdin_charge:R:1
O -1.397339 -0.633110 -0.305746 0.2 0.0 -0.1 0.12
C -0.178406 -1.006887 -0.591242 0.0 -0.3 -0.3 -0.67
C 0.335130 -1.985262 -1.409149 0.0 -0.3 -0.4 0.21
O 0.974716 -0.578713 -0.323880 -0.7 0.1 0.2 0.04
C 0.420759 2.284418 1.129506 -1.4 -0.7 -0.3 0.03
N -0.446458 1.591096 0.821931 1.1 1.2 0.6 0.11
H -1.418193 0.241590 0.133314 0.4 0.0 0.1 0.05
H 0.568285 -2.917722 -0.894917 0.1 0.0 0.1 0.04
H 1.141506 3.004590 1.440183 0.2 -0.1 0.0 0.07
```
Forces are in eV/Å.

- HOMO energy: -8.786 eV
- LUMO energy: 0.7 eV
- Orbital gap: 9.495 eV
- Net charge: 0

Record 3
The following is a quantum chemistry calculation of an isolated molecule of C3H3NO2 in a non-equilibrium geometry, from the OMol25 dataset.

The geometry in XYZ format:
```
9
Properties=species:S:1:pos:R:3:forces:R:3:lowdin_charge:R:1
N -2.376271 -0.085273 -0.274992 1.1 0.4 0.4 0.19
C -1.344758 0.152755 0.195366 -2.5 0.1 0.0 -0.21
C -0.011605 0.266166 0.702728 2.8 0.2 -2.6 -0.31
O 0.438928 -0.915409 1.231922 0.2 -0.6 0.9 -0.01
C 0.759636 0.382208 -0.859696 -0.8 1.5 -1.4 -0.17
O 1.549582 -0.405233 -1.273282 -0.1 -0.3 1.2 0.07
H 0.310127 1.117643 1.358898 -0.8 -0.7 -0.8 0.17
H 0.295480 -1.659533 0.625141 0.1 0.4 0.1 0.12
H 0.378882 1.146678 -1.706084 0.2 -0.8 2.2 0.16
```
Forces are in eV/Å.

- HOMO energy: -10.200 eV
- SMILES: N#C[C@@H](O)C=O
- LUMO energy: 0.5 eV
- Orbital gap: 10.654 eV
- Net charge: 0

Computed calculated total energy, in the same sequence as the records: -320.984246 -321.194930 -321.279572 Eh.